Record 1
A molecular structure, C15H36ClNO7Y, computed with ωB97M-V with the def2-TZVPD basis set.

Last column: Löwdin charge in e.
Element x y z (Å)
Y 2.637687 -18.276157 4.160271  1.636
Cl 3.752989 -17.934540 1.700833  0.063
O 7.038722 -21.919262 -1.532982  -0.049
O 1.540784 -20.334526 3.772240  -0.332
O 6.565151 -15.502591 1.653641  -0.067
O 5.681440 -20.435565 0.592414  -0.107
O 4.149096 -14.141422 2.575122  -0.123
O 0.691794 -16.071551 0.272731  -0.088
O 3.396255 -15.160756 0.162295  -0.123
N 0.747084 -21.280563 3.295652  -0.120
C 0.929266 -21.560986 1.863315  -0.482
C 2.299713 -22.140294 1.503705  -0.022
C 0.802238 -20.227132 1.094581  -0.044
C -0.629219 -23.270139 3.648807  -0.133
C -0.155414 -21.777787 5.547021  -0.036
C 1.711542 -23.176547 4.636753  -0.013
C 5.651732 -21.952274 -1.270686  -0.253
C 1.023674 -14.686207 0.151564  -0.223
C 5.132030 -20.637126 -0.720116  -0.247
C 0.463439 -22.356564 4.264953  -0.495
C -0.201451 -22.471644 1.361624  -0.129
C 2.351237 -14.557606 -0.599264  -0.194
C 6.529466 -14.625882 2.777248  -0.246
C -0.315814 -23.708580 2.246532  -0.171
C 5.455228 -13.570146 2.572892  -0.248
H 5.384219 -19.776897 -1.345100  0.126
H 6.371550 -15.118234 3.741085  0.111
H 7.479759 -14.085726 2.771013  0.123
H -1.167715 -22.011536 1.153945  0.129
H -0.624144 -24.146283 4.306238  0.127
H 1.693953 -19.601712 1.082738  0.008
H -1.609021 -22.802488 3.756175  0.126
H 5.399283 -22.727301 -0.544368  0.118
H 5.846745 -16.133493 1.788853  0.014
H 2.324280 -15.140861 -1.527640  0.125
H 5.271177 -19.631964 0.930111  -0.042
H 3.080121 -16.039449 0.404335  -0.024
H -1.032129 -24.386725 1.780688  0.124
H 1.418149 -23.910923 5.387823  0.095
H 0.215434 -14.128756 -0.335170  0.121
H 4.042250 -20.726247 -0.628813  0.096
H -0.494616 -22.598604 6.174881  0.094
H 5.473715 -12.829019 3.376849  0.118
H 3.142412 -21.566394 1.899924  0.081
H 0.438872 -20.457275 0.094022  0.093
H 2.513502 -22.520746 4.965411  0.080
H 0.022560 -19.601360 1.543277  0.089
H 2.441333 -23.171018 1.829194  0.072
H 2.548855 -13.513144 -0.830566  0.131
H 0.514813 -21.135075 6.116809  0.067
H 0.642949 -24.231133 2.253763  0.103
H 5.151832 -22.096104 -2.226555  0.124
H 3.964646 -14.504639 1.672661  0.030
H -1.021088 -21.185972 5.242012  0.089
H 0.753593 -16.469735 -0.601969  0.090
H 5.640230 -13.052260 1.627944  0.126
H 0.134402 -22.822268 0.378896  0.127
H 2.040071 -23.788824 3.798115  0.068
H 7.467665 -21.473128 -0.793381  0.084
H 2.494919 -22.160384 0.428343  0.088
H 1.069798 -14.225607 1.138770  0.121

Force components x, y, z for each atom (eV/Å):
Y -1.1 -3.8 -3.5
Cl -0.8 -0.1 2.3
O 0.0 0.0 0.1
O 2.3 4.3 1.2
O -0.2 -0.3 0.8
O -0.1 -0.1 -0.2
O -0.1 -0.4 -0.4
O 0.1 0.1 0.6
O 0.1 0.5 0.0
N -0.5 -0.4 0.1
C -0.1 1.1 -1.0
C 0.7 -0.6 0.1
C -0.7 0.3 0.5
C 0.4 -0.6 0.9
C -0.1 0.4 -0.7
C -0.5 -0.3 -0.6
C 0.1 1.0 0.0
C 0.0 0.2 -0.7
C -0.1 -0.2 0.6
C -0.3 -0.3 0.2
C 1.0 -1.1 -0.4
C -0.6 -0.5 0.3
C 0.0 1.1 -0.8
C 0.0 0.5 -0.6
C -0.3 -0.1 0.2
H 0.0 -0.2 -0.2
H 0.1 -0.3 -0.1
H 0.1 -0.3 0.3
H 0.1 0.4 0.6
H -0.3 0.0 0.0
H 0.2 -0.4 -0.2
H 0.0 0.1 -0.2
H -0.1 -0.3 -0.1
H 0.1 0.0 -0.3
H -0.4 0.4 -0.2
H 0.2 0.0 0.1
H 0.0 -0.1 0.0
H -0.2 -0.1 0.5
H 0.2 0.3 0.3
H 0.1 -0.2 -0.4
H 0.0 0.1 -0.2
H 0.0 0.0 0.1
H 0.1 -0.1 0.0
H -0.2 0.1 0.3
H 0.4 0.1 -0.2
H 0.1 -0.2 0.2
H -0.1 -0.2 0.1
H -0.1 0.0 0.1
H 0.4 -0.1 0.2
H 0.2 -0.1 0.0
H -0.1 -0.1 -0.1
H 0.0 -0.4 0.0
H 0.1 0.4 0.6
H -0.1 0.0 0.2
H -0.2 0.0 0.0
H 0.0 0.0 0.0
H 0.0 0.2 0.0
H 0.2 0.2 -0.1
H 0.0 -0.1 0.0
H -0.5 0.2 0.0
H 0.3 -0.4 0.2

Values from the calculation:
total charge	+1
lowest unoccupied orbital energy	-0.2320	hartree
orbital gap	4.49	eV
2S+1	1
HOMO energy	-10.80	eV

=====

Record 2
A molecular structure, C15H36F2NO7Y, computed with ωB97M-V with the def2-TZVPD basis set.

Last column: Löwdin charge in e.
Element x y z (Å)
Y 2.092274 0.575579 0.756855  1.646
F 4.224174 -0.225101 1.143535  -0.548
F 2.699604 1.649539 -1.179905  -0.556
O 1.712134 -3.804021 0.613075  -0.086
O 2.338214 -1.162771 -0.979655  -0.148
O 3.375024 2.429189 1.520905  -0.144
O 1.524384 -1.360111 1.903115  -0.172
O 0.853694 2.859919 0.693435  -0.159
O 1.239194 1.040589 3.031375  -0.102
O -0.198356 -0.036961 -0.032545  -0.158
N -1.517796 -0.281821 -0.588785  0.051
C 0.621024 -0.055461 3.622455  -0.238
C -1.568226 -1.169421 -1.783945  -0.471
C -2.465096 0.940009 -0.451055  -0.389
C -0.933746 -2.591501 -1.546605  -0.011
C -0.912216 -0.542501 -2.962045  -0.015
C -2.745366 1.215039 1.076805  -0.029
C 2.398244 -3.768551 -0.685085  -0.170
C -3.886676 0.627249 -0.886835  -0.190
C -4.036516 -0.093241 -2.223125  -0.128
C -3.126736 -1.402621 -2.129155  -0.089
C 2.791234 3.677329 1.798935  -0.212
C 1.710464 4.071499 0.724415  -0.123
C 1.236484 -1.342661 3.314005  -0.156
C 3.106414 -2.383801 -0.986875  -0.152
C -1.941816 2.308699 -1.151525  0.007
H -0.859486 2.253359 -1.268155  0.060
H -4.404656 1.585179 -0.933315  0.126
H -2.369336 2.442289 -2.145245  0.078
H 3.049424 -4.636871 -0.785515  0.126
H 0.213204 3.052799 0.004835  0.049
H 3.638764 -2.504911 -1.930285  0.135
H 3.537164 4.462429 1.675235  0.132
H 0.397284 0.209299 4.655875  0.150
H -1.498826 -3.244941 -0.881935  0.089
H -3.147696 -1.959581 -3.065885  0.115
H -1.087856 -1.262501 -3.761315  0.107
H 2.228954 4.164519 -0.229845  0.125
H 2.185574 -1.499691 3.826515  0.146
H 1.548964 -1.373211 -1.484035  0.055
H -0.377696 -0.057211 3.185815  0.124
H 4.323754 2.478429 1.659075  0.130
H -2.171356 3.273879 -0.700045  0.092
H -2.880436 0.205979 1.466235  0.087
H -1.890426 1.707739 1.539875  0.070
H -4.471756 0.155619 -0.097305  0.121
H 1.085054 -4.530391 0.640555  0.100
H 3.752034 -2.426231 -0.109685  0.115
H -5.064366 -0.385681 -2.437825  0.116
H -1.406326 0.399259 -3.200895  0.084
H -3.654036 1.806229 1.190475  0.093
H 2.388444 3.811889 2.802795  0.117
H 1.467194 -2.283901 1.648295  0.064
H 0.040204 -2.524591 -1.061775  0.037
H 1.274774 4.998439 1.097335  0.127
H 0.537514 -2.168951 3.443575  0.148
H 1.185704 1.696109 3.730675  0.125
H -3.664186 0.521429 -3.042675  0.102
H 0.112274 -0.248491 -2.733835  0.094
H 1.673514 -3.947361 -1.479375  0.095
H -0.805466 -3.213301 -2.432615  0.099
H -3.475906 -2.131121 -1.397395  0.110

Force components x, y, z for each atom (eV/Å):
Y 3.2 0.8 -2.6
F -2.3 0.7 -0.1
F -1.0 -0.9 1.7
O 0.7 0.7 -0.7
O 0.0 -1.6 0.3
O -0.6 0.1 0.5
O -0.4 0.5 0.7
O 0.1 1.7 0.2
O 1.3 0.8 -0.2
O -5.1 -1.0 -2.2
N 4.2 2.5 1.7
C -3.3 0.3 0.5
C -1.9 -1.6 0.3
C -0.3 1.5 1.3
C 0.0 0.4 1.0
C 0.0 1.0 -0.1
C 1.6 -0.7 -0.9
C -1.7 0.7 -0.9
C -1.0 0.1 -1.3
C 1.7 -1.6 0.7
C 0.5 0.7 0.1
C -0.4 2.1 -1.5
C 1.8 -2.5 1.6
C 1.2 -1.1 -0.4
C 0.2 -2.0 1.9
C 0.3 -1.6 -0.4
H 0.0 -0.1 -0.2
H 0.2 0.3 -0.2
H 0.1 -0.4 -0.2
H 0.7 0.5 0.3
H -0.2 -0.4 -0.2
H 0.1 0.2 0.2
H 0.3 0.0 0.2
H 0.6 -0.8 0.4
H -0.4 0.4 0.2
H 0.1 0.1 -0.2
H 0.7 0.4 -0.3
H -0.3 0.1 -0.1
H -0.1 -0.2 0.3
H -0.3 0.5 -0.2
H -0.4 -0.4 -0.2
H 0.2 -0.5 -0.2
H -0.3 -0.5 0.9
H -0.1 0.2 0.6
H -0.1 0.0 0.2
H 0.4 -0.7 0.0
H 0.1 -0.2 -0.2
H 0.7 1.3 -0.4
H 0.1 0.1 0.1
H -0.1 0.0 -0.2
H 0.2 0.0 0.0
H -0.1 -0.6 0.2
H 0.3 -0.6 -1.0
H 0.0 0.2 -0.1
H -0.7 -0.2 -0.3
H 0.0 0.2 0.8
H 0.5 0.7 -0.6
H -0.1 0.0 -0.1
H 0.3 -0.4 -0.4
H -0.5 0.0 0.0
H -0.1 0.6 -0.4
H -0.4 0.3 0.3

Values from the calculation:
total charge	+1
lowest unoccupied orbital energy (alpha / beta)	-0.0832 / -0.1604	hartree
orbital gap (alpha / beta)	10.23 / 8.13	eV
2S+1	2
HOMO energy (alpha / beta)	-12.50 / -12.50	eV

=====

Record 3
5 unconnected molecules or ions with the total composition C15H36FNO10, computed with ωB97M-V with the def2-TZVPD basis set.

Last column: Löwdin charge in e.
Element x y z (Å)
F -3.161412 1.019553 3.941658  -0.014
O 2.436872 1.018458 -1.006491  -0.199
O -0.375414 -0.054311 7.072281  0.015
O -1.293682 2.060049 0.173681  -0.113
O 2.493034 -1.549105 -2.025563  -0.158
O -1.585874 0.846269 -2.283820  -0.263
O 0.477763 1.778662 2.275072  -0.192
O -0.123922 -2.737580 -2.587894  -0.166
O -1.364322 -2.061479 1.477947  -0.513
O -1.596871 -1.379167 5.742957  0.121
O -1.180133 0.667219 5.135175  0.199
N 0.021357 -0.318430 -0.216577  0.301
C 1.066922 -3.328124 -2.837194  -0.272
C 2.206393 -2.377907 -3.187026  -0.078
C 2.529111 1.934858 -1.986186  -0.193
C 1.611039 1.665765 2.972478  -0.143
C -1.693258 0.140548 -3.486284  -0.090
C -1.227848 -3.532730 -1.911099  0.009
C -2.535641 -1.166768 4.569979  0.023
C -0.876238 3.068997 0.675089  -0.365
C -1.040897 -0.250726 5.957582  -0.647
C -2.827846 1.211445 -1.605264  -0.106
C 3.613560 -1.019280 -2.065012  -0.357
C 0.504204 2.799629 1.345998  -0.185
C 3.592471 0.043337 -0.977420  -0.090
C -2.007916 0.171614 4.139648  -0.260
C -2.561771 2.240254 -0.402086  -0.117
H -3.193032 0.125475 -1.196489  0.169
H 0.995027 -4.140016 -3.535605  0.126
H 3.380842 -2.961651 -3.436399  0.218
H 1.982706 -1.668959 -3.946385  0.103
H 3.601047 -0.476083 -3.045670  0.151
H -2.779740 3.078635 -0.907893  0.065
H 0.621911 -1.046925 -0.640822  0.126
H -2.321812 -1.936583 3.883760  0.088
H 0.101359 0.462183 -0.954812  0.140
H -1.031285 -0.460977 -0.285345  0.122
H 1.340315 1.173650 3.991205  0.129
H -3.368608 2.317776 0.492553  0.191
H 0.788842 3.693691 2.029371  0.151
H -1.460338 3.249039 1.672741  0.161
H -2.115842 -3.209468 -1.636756  0.026
H -1.277575 -4.497974 -2.444115  0.096
H 4.537467 0.447139 -0.852697  0.092
H -0.873658 4.060570 0.000215  0.181
H -2.139183 -0.694984 -3.100306  0.045
H 2.102057 1.591704 -2.969626  0.091
H 1.604503 2.620515 3.602933  0.114
H 2.522710 1.417375 2.641175  0.048
H 0.065302 -0.104305 0.676669  0.017
H -0.574993 -0.082431 -3.861634  0.142
H -3.529430 1.668246 -2.248156  0.098
H 1.301649 2.602585 0.678108  0.092
H 4.364865 -1.706968 -1.781826  0.130
H -2.217915 0.595187 -4.271657  0.068
H -1.620075 -2.959037 1.747344  -0.143
H -1.570503 -0.101163 3.090620  0.168
H 1.823535 2.736698 -1.902809  0.074
H -0.922052 -3.847936 -0.931208  0.073
H 3.447985 -0.278655 0.111892  0.155
H 1.437652 -3.835651 -2.080794  0.076
H 3.511211 2.335444 -2.335236  0.109
H -3.634623 -1.057195 4.846025  0.163

Force components x, y, z for each atom (eV/Å):
F 1.9 -0.6 0.4
O 2.4 -2.1 1.0
O -2.6 -0.8 -5.0
O -4.6 -9.0 -6.9
O -9.2 -5.8 -0.2
O 0.1 3.4 1.3
O -2.8 -2.3 -2.2
O -3.9 1.9 1.2
O -0.1 0.2 -0.1
O -2.7 -1.7 -1.7
O -1.2 3.3 -4.4
N -2.6 0.0 -8.5
C 0.5 0.4 -2.8
C 2.8 -0.9 1.1
C -0.4 1.2 -4.4
C -3.2 2.4 8.0
C 3.8 0.0 0.2
C 6.8 -3.7 -1.5
C -0.1 0.8 2.6
C 4.6 10.1 7.7
C 5.4 -1.0 11.4
C 1.3 -4.0 2.9
C 3.9 6.0 0.2
C 0.2 3.1 1.2
C -2.5 0.1 2.8
C -2.2 -0.5 -4.5
C -2.0 -4.4 1.5
H 0.1 2.6 -0.8
H -0.2 -0.2 -1.4
H -3.9 1.3 0.4
H -0.1 0.3 -1.2
H 1.9 -0.1 0.2
H 0.7 4.1 -1.4
H -0.7 -0.2 1.0
H 0.0 -0.8 -1.0
H 0.2 -0.7 2.1
H 1.5 -1.3 0.0
H 0.6 -0.8 -2.1
H 1.5 -1.0 -2.0
H -0.4 -0.5 -1.7
H 0.2 0.8 -1.3
H -4.2 3.2 -0.2
H -0.4 0.5 -0.3
H 1.8 2.0 -0.5
H 0.2 -1.8 1.4
H -1.2 -3.2 -0.5
H 0.4 -0.7 0.3
H 1.3 0.0 -1.2
H 3.1 -1.0 -2.0
H 1.5 1.4 5.8
H -2.6 0.4 0.9
H -0.9 0.3 -0.9
H 0.9 0.0 -1.2
H 1.9 -0.7 -0.5
H -0.9 1.0 -1.0
H 0.1 0.5 -0.2
H -0.1 1.6 1.7
H -0.1 0.9 1.2
H 1.1 0.1 0.7
H -0.1 -0.8 -1.7
H 1.6 -2.3 4.6
H -0.2 -0.3 1.1
H 1.5 -0.5 0.1

Values from the calculation:
total charge	0
lowest unoccupied orbital energy	0.0125	hartree
orbital gap	7.40	eV
2S+1	1
HOMO energy	-7.06	eV

=====

> total charge of number 1 (C15H36ClNO7Y)?

+1